[1]
Entry from the Open Molecules 2025 dataset: a structure of composition C9H11O3 in a non-equilibrium geometry (ωB97M-V/def2-TZVPD).

Summary:
HOMO energy (spin up / spin down) (Eh): -0.31525 / -0.31515
DFT total energy (eV): -15652.4686
Total charge: 0
Frontier orbital gap (spin up / spin down) (hartree): 0.3294 / 0.2078
Strongest force on any atom (eV/A): 2.03
ΔE to the lowest compared entry with this formula, charge and spin (kcal/mol): 9.8
Multiplicity: 2

Atoms and positions in Å:
C  -4.03554  -0.18262  -0.57958
C  -0.10323  0.40230  1.04398
C  -0.35697  -0.70028  0.15898
C  -1.23589  1.16935  1.50657
C  -1.58110  -0.80431  -0.44523
C  -2.47389  0.96782  0.97850
C  -2.66766  -0.00734  -0.02380
O  1.00313  0.65270  1.57841
H  1.86076  0.05656  1.04467
H  0.41650  -1.42505  0.00387
H  -1.06887  1.81730  2.35413
H  -1.72030  -1.59768  -1.15015
H  -3.27328  1.52941  1.43618
H  -4.60288  -0.84668  0.08189
H  -4.09899  -0.61469  -1.57918
H  -4.57206  0.76569  -0.66665
C  4.61201  -0.51250  -1.09319
C  3.39535  0.24851  -0.50024
O  2.58461  -0.49505  0.17803
O  3.30919  1.45494  -0.64008
H  5.30775  0.23144  -1.45725
H  4.27010  -1.04650  -1.97436
H  5.03128  -1.06332  -0.25549

---

[2]
Entry from the Open Molecules 2025 dataset: the molecule C2HClF2S in a non-equilibrium geometry (ωB97M-V/def2-TZVPD).

Summary:
HOMO energy (spin up / spin down) (Eh): -0.35336 / -0.35034
DFT total energy (eV): -30875.8878
Total charge: 0
Frontier orbital gap (spin up / spin down) (hartree): 0.2697 / 0.2607
Strongest force on any atom (eV/A): 2.78
ΔE to the lowest compared entry with this formula, charge and spin (kcal/mol): 142.1

Atoms and positions in Å:
C  -0.20510  -1.10489  0.37230
C  -0.98991  0.14955  -0.07734
F  -0.86761  0.53329  -1.36794
F  -0.60888  1.19184  0.61242
S  3.37009  0.22946  -0.28383
Cl  1.40041  -1.03248  0.55001
H  -2.09899  0.03323  0.19438